DFT (ωB97M-V with the def2-TZVPD basis set) results for C23H24CdN9O7P2Sb as an isolated structure at a distorted geometry.

CARTESIAN COORDINATES (ANGSTROEM)
Cd -3.54756 -0.15073 -0.21681
N -3.75996 3.18037 -0.88031
C -2.51116 2.73887 -0.49171
N -1.50476 3.57097 -0.40511
N -0.43126 2.81917 0.08239
N -0.91696 1.40437 0.19669
N -2.29526 1.46467 -0.13831
C -4.92926 2.57377 -0.47631
N -6.08006 3.22687 -0.35571
N -6.95806 2.28977 0.00129
N -6.39046 1.14757 0.10079
N -5.08946 1.26597 -0.19531
H -3.82076 4.18607 -0.94051
O -2.47786 -3.60413 -1.27001
P -3.90896 -2.93753 -0.94191
O -4.98366 -3.91033 -1.14861
O -3.96486 -1.58283 -1.61721
O -3.76986 -2.62633 0.70559
P -2.35836 -2.13303 1.28699
O -2.94076 -0.91143 2.21559
O -1.66656 -3.14683 2.09579
O -1.60596 -1.46483 0.14879
H -1.81486 -2.96963 -0.97291
H -2.21936 -0.63193 2.78569
C 2.92154 -0.65553 -2.95611
C 3.71804 -0.60533 -1.68681
C 5.10484 -0.60233 -1.72101
C 5.84794 -0.55083 -0.55421
C 5.19774 -0.48683 0.66459
C 3.81414 -0.49343 0.69939
C 3.05624 -0.55233 -0.45871
Sb 0.87714 -1.01183 -0.36831
C -0.05256 0.99287 -0.92001
C -0.75866 0.67297 -2.18511
C -0.62766 1.41907 -3.28551
C 0.12084 2.65767 -3.27961
C 0.72444 3.09977 -2.17401
C 0.64254 2.36857 -0.88441
C 1.96204 2.45907 -0.12361
C 0.83374 -1.02123 1.81079
C 0.38424 0.06597 2.54369
C 0.21074 -0.01763 3.91679
C 0.51804 -1.19013 4.58039
C 0.97084 -2.27513 3.85379
C 1.11394 -2.21543 2.47469
C 1.51564 -3.44833 1.72719
H 3.56514 -0.62393 -3.83421
H 2.22774 0.18387 -2.99151
H 2.32384 -1.56843 -2.99241
H 5.62034 -0.65133 -2.67311
H 6.92984 -0.56333 -0.59691
H 5.76784 -0.44583 1.58399
H 3.29924 -0.45523 1.65179
H -1.36436 -0.22913 -2.18181
H -1.12236 1.13487 -4.20561
H 0.16594 3.21997 -4.20501
H 1.24954 4.04347 -2.14611
H 2.08934 3.48177 0.23009
H 2.80174 2.18437 -0.76171
H 1.93914 1.79387 0.73809
H 0.12444 0.98587 2.04179
H -0.16516 0.83607 4.46409
H 0.39744 -1.26413 5.65399
H 1.20714 -3.19813 4.36709
H 1.92604 -4.19673 2.40289
H 2.24804 -3.21973 0.95259
H 0.61924 -3.85643 1.25959

Properties
Energy relative to the best compared isomer or geometry (same formula, charge and spin): 4.721 eV
Net charge: -2
Orbital gap: 5.828 eV

DFT (ωB97M-V with the def2-TZVPD basis set) results for C32H35N8O8S2Ti as an isolated structure at a distorted geometry.

CARTESIAN COORDINATES (ANGSTROEM)
Ti -1.30947 2.09627 20.59854
O -2.24947 2.16527 18.88355
C -2.01775 2.99141 17.86267
C -2.52543 2.55907 16.64173
C -2.24054 3.22277 15.51097
C -1.37819 4.28391 15.56495
C -0.92900 4.82886 16.77433
C -1.23337 4.14758 17.96109
C -0.72747 4.68059 19.20133
N -0.85117 3.97550 20.40333
N -0.45480 4.55452 21.61771
C -1.12313 3.91655 22.59189
O -1.95035 2.90091 22.27302
C -0.79937 4.21021 24.02156
C 0.09990 5.13459 24.45477
C 0.19334 5.41538 25.81464
C -0.65974 4.74752 26.76607
C -1.45757 3.75422 26.26249
C -1.57029 3.46639 24.91960
H -3.11375 1.65730 16.66696
H -2.50074 2.78578 14.54671
H -1.08172 4.75418 14.68213
H -0.17029 5.59971 16.78831
H -0.31567 5.74006 19.04885
H 0.77418 5.50940 23.70567
H 0.92835 6.07105 26.20343
H -0.59793 5.01545 27.81512
H -2.00826 3.10309 26.96619
H -2.19593 2.63929 24.60598
O 0.06042 0.68957 19.66251
N -0.18699 -0.38828 18.96250
C -0.83799 -0.25793 17.81261
C -1.01163 -1.31876 16.94824
C -0.49269 -2.61451 17.31615
C 0.15823 -2.70285 18.53141
C 0.34584 -1.59357 19.42806
S 1.05742 -1.73625 20.96471
H -1.23144 0.73919 17.62453
H -1.51788 -1.15416 15.99524
H -0.61745 -3.47008 16.71779
H 0.54988 -3.65106 18.80678
N -2.49145 0.21269 21.35492
C -2.64287 -0.91837 21.62361
N -2.91502 -2.19197 21.77597
C -2.25897 -2.95810 22.85468
C -2.92932 -4.28697 22.92006
O -2.87261 -4.98643 21.67275
C -3.51389 -4.29533 20.67803
C -2.89453 -2.91983 20.43281
H -2.39205 -2.30295 23.74783
H -1.18568 -3.06340 22.65946
H -3.94342 -4.30452 23.32221
H -2.38697 -4.99911 23.54442
H -4.56427 -4.10093 21.00793
H -3.51881 -4.86776 19.79255
H -3.42929 -2.35358 19.60942
H -1.80396 -2.99006 20.16056
C 4.06851 -3.71715 24.85767
C 3.66381 -2.61802 23.94809
S 4.92724 -1.44842 23.66903
O 5.45412 -0.99920 24.97255
O 5.89088 -1.95376 22.70968
C 4.07950 -0.10369 22.96912
C 3.44390 0.93212 23.88621
N 2.01566 1.12055 23.57906
C 1.56226 1.60202 22.40371
N 0.20616 1.49023 22.30630
C -0.21066 1.03922 23.47400
C 0.87103 0.74631 24.29885
N 0.75280 -0.00359 25.46391
O 1.77699 -0.63569 25.84286
O -0.36191 -0.10187 26.00463
C 2.40091 2.17102 21.38164
H 3.14455 -4.13789 25.24868
H 4.68208 -3.36974 25.69104
H 4.63822 -4.46064 24.36171
H 2.86134 -2.09043 24.40640
H 3.40528 -2.97153 22.91705
H 3.39120 -0.60109 22.21804
H 4.85198 0.34163 22.33490
H 3.90149 1.94196 23.74575
H 3.53246 0.65005 24.95733
H -1.24427 0.86897 23.65283
H 3.37151 2.58752 21.75109
H 1.85720 3.02701 20.90755
H 2.58154 1.40696 20.67576

Properties
Spin multiplicity: 3
Energy relative to the best compared isomer or geometry (same formula, charge and spin): 0.562 eV
Net charge: -1
Orbital gap (spin up / spin down): 3.835 / 6.322 eV

DFT (ωB97M-V with the def2-TZVPD basis set) results for C37H50N2O2Si2Y as an isolated structure at a distorted geometry.

CARTESIAN COORDINATES (ANGSTROEM)
Y -0.30235 -0.02942 -0.19078
C 0.67403 -1.97177 -3.00214
C -0.20314 -3.18145 -2.63840
C -1.37848 -3.29544 -3.61131
C -0.61950 -3.10208 -1.18769
C -1.76204 -2.49418 -0.74412
C -2.21225 -2.70032 0.62314
C -1.54201 -3.43721 1.54058
C -2.17681 -3.77312 2.85372
C -0.15820 -3.89791 1.26666
C 0.28044 -3.65211 -0.19290
H 1.02027 -2.05813 -4.03056
H 1.54934 -1.92109 -2.35581
H 0.10428 -1.02911 -2.91249
H 0.41815 -4.07862 -2.74659
H -1.89229 -2.34533 -3.74481
H -2.09380 -4.03954 -3.26979
H -1.01413 -3.60672 -4.58726
H -2.50322 -2.14785 -1.45862
H -3.22013 -2.37662 0.85001
H -2.38872 -4.83946 2.92359
H -3.11099 -3.22948 2.97319
H -1.51926 -3.51426 3.68265
H 0.03880 -5.05599 3.04441
H 1.04924 -4.33247 -0.54788
C -2.83217 1.09681 -2.71601
Si -2.16684 2.49920 -1.58832
C -0.41143 2.95483 -2.22272
C -3.36428 3.97434 -1.70989
C -1.83520 1.73005 0.12672
C -0.84424 2.52633 0.89927
C -0.99518 3.86507 1.25676
C 0.02927 4.50716 1.92701
C 1.17883 3.79943 2.25563
C 1.25254 2.46527 1.90148
N 0.27639 1.84932 1.23555
Si -3.27975 1.26115 1.29723
C -4.27829 2.72671 1.99989
C -2.41199 0.41126 2.78880
C -4.52194 0.09834 0.42526
H -2.86874 1.42680 -3.74855
H -3.83999 0.81050 -2.43758
H -2.19891 0.20414 -2.67792
H -0.41004 3.20893 -3.27799
H 0.30103 2.12624 -2.08022
H -0.02032 3.81496 -1.68665
H -3.47116 4.30164 -2.73917
H -3.02889 4.82980 -1.13385
H -4.35163 3.69865 -1.35377
H -1.89746 4.39003 0.98636
H -0.05497 5.55215 2.18161
H 2.00031 4.27093 2.76873
H 2.12210 1.86394 2.13065
H -3.68233 3.32284 2.68352
H -5.14772 2.37475 2.54827
H -4.63743 3.38222 1.21320
H -1.88277 1.16354 3.36757
H -1.67798 -0.34530 2.48586
H -3.11473 -0.06737 3.46267
H -5.30663 0.67812 -0.04686
H -5.00502 -0.55553 1.14368
H -4.07260 -0.52030 -0.34339
C 8.67501 -2.17036 -1.36232
C 7.18030 -2.11606 -1.24051
C 6.44580 -1.51355 -2.25680
C 5.06363 -1.54083 -2.24409
C 4.39644 -2.13810 -1.19655
C 5.10705 -2.66446 -0.12025
N 4.48052 -3.29545 0.94041
C 3.14212 -3.49686 1.19655
C 2.86855 -4.85526 1.65913
C 1.74789 -5.52105 1.94188
C 0.30248 -5.14732 1.98522
C 0.76316 -2.76103 0.95940
C 2.20379 -2.52725 1.01921
C 2.51931 -1.07974 0.66988
O 3.42120 -0.48106 1.21533
O 1.71357 -0.54918 -0.21213
C 6.51540 -2.67234 -0.14870
C 7.26990 -3.32985 0.97361
H 8.98411 -1.79457 -2.33478
H 9.02381 -3.19768 -1.26626
H 9.15344 -1.56709 -0.59146
H 6.96276 -1.04128 -3.07858
H 4.50507 -1.10987 -3.06131
H 3.32291 -2.21516 -1.22245
H 5.11064 -3.84526 1.50619
H 3.77631 -5.44086 1.75259
H 1.88189 -6.54891 2.25507
H -0.26909 -5.99298 1.58772
H 0.22157 -1.80217 1.04819
H 6.93278 -2.96083 1.94187
H 8.33131 -3.12715 0.89738
H 7.13136 -4.41402 0.94328

Properties
Energy relative to the best compared isomer or geometry (same formula, charge and spin): 4.209 eV
Net charge: +1
Orbital gap: 6.400 eV

DFT (ωB97M-V with the def2-TZVPD basis set) results for an isolated molecule of H3INP at a distorted geometry.

CARTESIAN COORDINATES (ANGSTROEM)
N 1.21965 0.17208 0.50515
P -0.30841 0.23033 0.17967
I 2.12845 -0.97632 -1.00111
H -1.25534 0.73390 1.10988
H -0.66696 0.84292 -1.01860
H -1.11739 -1.00292 0.22500

Properties
Energy relative to the best compared isomer or geometry (same formula, charge and spin): 2.655 eV
Net charge: 0
Orbital gap: 8.374 eV

DFT (ωB97M-V with the def2-TZVPD basis set) results for C25H18F5N7O3PdS2 as an isolated structure at a distorted geometry.

CARTESIAN COORDINATES (ANGSTROEM)
Pd -6.43483 10.60567 17.00604
C -8.14632 15.69047 18.13103
N -8.94829 14.48491 18.33727
C -10.14295 14.48101 19.06868
C -10.44680 13.17765 19.21222
N -9.44534 12.40819 18.62908
C -8.49982 13.23409 18.11790
S -7.06126 12.96728 17.19751
C -9.61001 10.96545 18.57209
C -10.76171 10.52820 17.95522
C -11.07030 9.19758 18.09609
C -10.18806 8.38036 18.76781
C -9.00410 8.94046 19.27880
N -8.74685 10.24378 19.23833
H -8.72236 16.57771 18.41312
H -7.82332 15.80464 17.11263
H -7.24319 15.68542 18.74359
H -10.63670 15.35658 19.42885
H -11.29505 12.70173 19.66722
H -11.36436 11.21909 17.38823
H -12.00735 8.83191 17.71126
H -10.45206 7.32934 18.93998
H -8.20013 8.32856 19.68233
N -3.24761 13.75168 9.42686
C -3.72928 12.96080 10.47235
C -4.80367 13.39622 11.27229
C -5.31709 12.59854 12.25554
C -4.75271 11.38271 12.57459
C -3.63426 10.96604 11.85778
C -3.11923 11.74690 10.81811
S -5.58868 10.19971 13.56491
O -4.96150 8.91248 13.34356
O -6.98831 10.39508 13.29241
N -5.31253 10.60290 15.11068
C -4.07992 10.36747 15.62551
N -2.96939 10.19237 14.88045
C -1.87116 9.89708 15.50328
C -1.74116 9.78483 16.85348
C -2.92019 9.91170 17.57960
N -4.07093 10.28945 16.97617
H -3.49658 14.73166 9.53049
H -2.30555 13.59513 9.18719
H -5.26653 14.35315 11.02812
H -6.20125 12.93782 12.78744
H -3.19232 10.02268 12.12410
H -2.27923 11.41346 10.23666
H -1.08167 9.81816 14.79341
H -0.83872 9.47575 17.32209
H -3.09538 9.70672 18.59936
F -6.93465 4.49823 14.07322
C -6.82480 5.53799 14.91305
C -7.90392 6.39586 15.02388
F -8.95934 6.26704 14.21518
C -7.84279 7.42553 15.92939
F -8.92827 8.23309 16.00769
C -6.71963 7.65181 16.74238
O -6.63631 8.61612 17.62292
C -5.64397 6.76221 16.60301
F -4.55047 6.88710 17.38900
C -5.69928 5.72062 15.71060
F -4.65781 4.86681 15.60592

Properties
Spin multiplicity: 3
Net charge: 0
Orbital gap (spin up / spin down): 7.979 / 6.118 eV

DFT (ωB97M-V with the def2-TZVPD basis set) results for a 2-piece molecular cluster, C7H8N3 overall at a distorted geometry.

CARTESIAN COORDINATES (ANGSTROEM)
C 2.05299 1.29706 0.30990
C 1.21612 1.36479 -0.83539
C 1.96239 0.05236 1.02205
C 0.37732 0.33634 -1.20234
C 1.04963 -0.93593 0.68567
C 0.14950 -0.78187 -0.41037
C -0.85507 -1.69200 -0.76066
N -1.57591 1.53475 0.97713
N -2.34762 0.74992 0.77972
N -3.00740 -0.11948 0.31249
H 2.53653 2.16892 0.69570
H 1.04237 2.27137 -1.37323
H 2.42965 -0.00150 1.97545
H 0.01934 0.44499 -2.19881
H 1.36908 -1.89864 1.22723
H -1.39682 -1.71331 -1.63253
H -1.12083 -2.55948 -0.14940
H -3.90125 -0.51830 0.57740

Properties
Energy relative to the best compared isomer or geometry (same formula, charge and spin): 3.354 eV
Net charge: +1
Orbital gap (spin up / spin down): 7.326 / 7.326 eV

DFT (ωB97M-V with the def2-TZVPD basis set) results for C33H31BrFIrN7O3 as an isolated structure.

CARTESIAN COORDINATES (ANGSTROEM)
Ir 1.71303 3.24974 0.41204
C -5.96049 2.77236 0.67298
C -5.07173 2.71248 1.90310
N -3.65402 2.45408 1.54844
C -2.82954 3.48630 1.47182
C -1.48395 3.40186 1.14664
C -0.74540 4.71993 1.22723
O -1.36069 5.73485 1.39566
O 0.56901 4.69452 1.09379
C -0.95438 2.14672 0.84867
O 0.28638 1.88006 0.52786
C -1.84494 1.01801 0.89294
C -1.39146 -0.28160 0.60660
C -2.22521 -1.34940 0.71442
F -1.71471 -2.56446 0.46342
C -3.58704 -1.22802 1.10632
C -4.03782 0.06383 1.34551
C -3.19063 1.17738 1.26375
N -4.43844 -2.31856 1.23552
C -5.45215 -2.35396 2.28223
C -6.79204 -2.77832 1.68397
N -6.54247 -3.83304 0.62287
C -5.28102 -4.59736 0.89862
C -4.07910 -3.66281 0.76229
H -6.99279 2.93478 0.97993
H -5.91511 1.85160 0.09098
H -5.67079 3.59974 0.02605
H -5.38511 1.94984 2.61388
H -5.08388 3.65614 2.44302
H -3.23037 4.46551 1.70422
H -0.36285 -0.45564 0.32743
H -5.07871 0.21735 1.58116
H -5.57091 -1.38392 2.75414
H -5.14935 -3.04157 3.07787
H -7.30378 -1.95375 1.19284
H -7.45073 -3.21107 2.43427
H -6.47074 -3.38579 -0.29252
H -7.33839 -4.47140 0.57054
H -5.21080 -5.42275 0.19396
H -5.38620 -5.00984 1.89978
H -3.77919 -3.60392 -0.28329
H -3.25580 -4.11246 1.32064
Br 3.24568 5.33085 -0.29745
C 2.36037 4.67116 -1.83332
C 2.41085 5.19443 -3.10027
C 1.67866 4.53014 -4.07826
C 0.95082 3.39185 -3.75109
C 0.94666 2.93169 -2.45026
N 1.65081 3.58558 -1.51577
H 2.99493 6.07897 -3.31183
H 1.68243 4.90141 -5.09434
H 0.38523 2.85861 -4.50129
H 0.41076 2.05257 -2.12476
N 7.07876 -1.40558 -1.19325
C 7.56609 -2.69292 -1.18821
C 8.79018 -3.23508 -1.60554
C 8.93758 -4.58941 -1.45113
C 7.91896 -5.39012 -0.90473
C 6.71959 -4.85264 -0.49628
C 6.54715 -3.47607 -0.64247
N 5.46719 -2.67695 -0.31600
C 5.81766 -1.46647 -0.65079
C 4.93176 -0.33983 -0.45156
C 3.70859 -0.55655 0.19807
C 2.84829 0.48370 0.40487
N 3.11043 1.75084 0.00823
C 4.28465 1.96649 -0.61428
C 5.20167 0.97206 -0.85514
H 7.58666 -0.58885 -1.48615
H 9.57964 -2.62544 -2.02328
H 9.86259 -5.05975 -1.75580
H 8.09498 -6.45249 -0.80614
H 5.93261 -5.46106 -0.07210
H 3.46600 -1.55150 0.54226
H 1.91323 0.33308 0.92476
H 4.50074 2.98068 -0.91314
H 6.12210 1.23918 -1.35514

Properties
Energy relative to the best compared isomer or geometry (same formula, charge and spin): 0.000 eV
Net charge: +3
Orbital gap: 5.406 eV

DFT (ωB97M-V with the def2-TZVPD basis set) results for C4H6ClNS as an isolated structure at a distorted geometry.

CARTESIAN COORDINATES (ANGSTROEM)
C 1.40907 -0.64920 -0.45564
C 0.08207 -0.30678 0.25221
C -1.24346 -0.06826 -0.40828
C -0.12543 0.89469 1.05798
H 1.57066 -1.85130 -0.49143
H 2.36111 -0.35802 0.03685
H -0.10951 -1.30394 0.90221
H -2.02428 -0.87425 -0.14067
H -1.05084 0.01204 -1.53827
H -2.24956 1.66700 0.57086
N -1.10209 1.15759 0.21864
S 0.62822 1.50825 2.31529
Cl 1.85404 0.17217 -2.31974

Properties
Energy relative to the best compared isomer or geometry (same formula, charge and spin): 3.697 eV
Net charge: 0
Orbital gap: 8.745 eV

Ordered E results: -3001.282407, -3926.162870, -2317.085030, -695.508403, -2995.997527, -435.390034, -4662.521943, -1069.002729; unit hartree.